1.
This record from the OMol25 dataset describes C16H22N2S2 in the gas phase. The level of theory is wB97M-V/def2-TZVPD.

Properties
Charge = 0
SMILES = CN(C)C(=S)S[C@H](/C=C/N1CCCC1)c1ccccc1
Electronic energy = -1528.68164 hartree

Atoms and positions in Å:
1 C -2.15 1.66 3.47
2 N -1.53 0.52 2.77
3 C -2.13 -0.73 3.22
4 C -0.22 0.63 2.34
5 S 0.61 2.05 2.52
6 S 0.79 -0.65 1.65
7 H -1.85 2.61 3.02
8 H -3.24 1.54 3.41
9 H -1.85 1.66 4.53
10 H -1.72 -1.59 2.68
11 H -1.99 -0.88 4.30
12 H -3.21 -0.67 3.05
13 C -3.02 -0.01 -2.82
14 C -3.66 1.08 -1.94
15 C -2.59 1.53 -0.93
16 N -1.36 0.91 -1.40
17 C -0.19 1.09 -0.79
18 C 0.83 0.19 -0.91
19 C 1.77 -0.02 0.19
20 C 3.01 -0.85 -0.23
21 C 3.74 -1.60 0.68
22 C 4.90 -2.28 0.27
23 C 5.32 -2.19 -1.06
24 C 4.56 -1.47 -2.00
25 C 3.42 -0.78 -1.56
26 C -1.54 -0.11 -2.41
27 H -3.50 -0.97 -2.67
28 H -3.10 0.25 -3.88
29 H -3.96 1.94 -2.53
30 H -4.53 0.69 -1.39
31 H -2.47 2.62 -0.88
32 H -2.81 1.19 0.10
33 H -0.11 1.98 -0.15
34 H 0.99 -0.41 -1.79
35 H 2.14 0.97 0.47
36 H 3.43 -1.65 1.72
37 H 5.49 -2.85 0.99
38 H 6.24 -2.67 -1.41
39 H 4.83 -1.43 -3.06
40 H 2.84 -0.21 -2.30
41 H -1.31 -1.12 -2.04
42 H -0.88 0.05 -3.27

=====

2.
This record from the OMol25 dataset describes a molecular structure, C16H35Br2Cl4F2MgN3O12S. The level of theory is wB97M-V/def2-TZVPD.

Properties
Charge = 0
Electronic energy = -9484.37867 hartree

Atoms and positions in Å:
1 C -6.48 -2.69 -0.14
2 C -7.21 -1.50 -0.76
3 C -6.29 -0.74 -1.71
4 O -4.94 -0.88 -1.27
5 N -4.10 0.15 -1.78
6 C -3.07 -0.38 -2.71
7 C -3.59 -1.48 -3.61
8 C -3.58 -2.86 -3.00
9 F -2.72 -1.47 -4.69
10 S -3.39 0.78 -0.48
11 O -2.55 1.86 -1.00
12 O -2.73 -0.09 0.38
13 F -4.58 1.37 0.30
14 H -6.05 -3.32 -0.90
15 H -7.19 -3.29 0.42
16 H -5.72 -2.38 0.57
17 H -7.53 -0.80 0.00
18 H -8.05 -1.91 -1.29
19 H -6.39 -1.17 -2.70
20 H -6.56 0.31 -1.79
21 H -2.15 -0.71 -2.23
22 H -2.78 0.45 -3.35
23 H -4.55 -1.19 -4.02
24 H -3.03 -3.56 -3.61
25 H -4.60 -3.22 -2.94
26 H -3.14 -2.86 -2.02
27 Mg -3.43 3.61 -1.41
28 Cl -5.16 2.55 -2.62
29 C -0.24 -0.13 3.21
30 Cl 1.03 0.55 2.18
31 Cl -0.71 -1.70 2.59
32 Cl 0.27 -0.27 4.89
33 H -1.08 0.55 3.17
34 C 0.32 3.02 -4.53
35 C -0.79 3.37 -3.66
36 N -1.67 3.63 -2.98
37 H 0.33 3.68 -5.39
38 H 1.26 3.11 -3.99
39 H 0.20 1.99 -4.87
40 O 1.23 3.71 4.23
41 H 0.45 4.17 3.91
42 H 1.24 2.88 3.74
43 O 0.27 -1.08 -0.95
44 H 0.32 -0.91 0.00
45 H 1.02 -0.60 -1.31
46 Br 2.83 -2.48 3.95
47 C 3.56 -3.85 5.11
48 C 2.76 -4.00 6.37
49 Br 3.11 -2.55 7.63
50 H 4.60 -3.58 5.29
51 H 3.53 -4.77 4.52
52 H 3.04 -4.91 6.90
53 H 1.69 -4.00 6.19
54 C 3.97 3.36 0.09
55 C 4.59 3.26 -1.28
56 C 5.07 4.56 -1.87
57 O 4.98 4.30 -3.28
58 C 4.02 3.38 -3.46
59 O 3.56 3.06 -4.51
60 O 3.63 2.85 -2.27
61 H 3.53 2.41 0.38
62 H 4.71 3.64 0.83
63 H 3.17 4.10 0.09
64 H 5.39 2.51 -1.27
65 H 6.09 4.81 -1.59
66 H 4.42 5.40 -1.63
67 C 6.15 -0.63 3.52
68 O 7.53 -1.00 3.45
69 H 5.55 -1.49 3.24
70 H 5.89 -0.32 4.53
71 H 5.95 0.18 2.81
72 H 8.05 -0.24 3.70
73 N 1.53 -3.49 0.52
74 O 2.25 -2.51 0.85
75 O 1.50 -3.87 -0.66
76 O 0.85 -4.08 1.39

=====

3.
This record from the OMol25 dataset describes 2 unconnected molecules or ions with the total composition C6H14N4O. The level of theory is wB97M-V/def2-TZVPD.

Properties
Charge = +2
ΔE to the lowest compared entry with this formula, charge and spin = 83.85 kcal/mol

Atoms and positions in Å:
1 C 0.13 -2.80 -0.75
2 C 0.19 -2.78 0.58
3 C -0.09 2.69 -0.60
4 C 0.71 -0.60 -0.18
5 C 0.29 -1.12 -2.59
6 C -0.25 -0.79 2.09
7 N 0.47 -1.43 -1.17
8 N -1.34 2.23 -0.43
9 N 0.63 3.06 0.45
10 N 0.60 -1.48 1.03
11 O 0.16 2.64 1.74
12 H -0.22 -3.64 -1.35
13 H -0.08 -3.62 1.23
14 H 0.24 2.86 -1.60
15 H 0.93 -1.66 -3.37
16 H -0.84 -1.29 -2.83
17 H 0.50 0.04 -2.68
18 H -0.94 -1.51 2.64
19 H 0.35 -0.32 2.77
20 H -0.79 -0.06 1.60
21 H -2.16 2.09 -1.08
22 H -1.79 2.22 0.45
23 H 1.58 3.38 0.39
24 H 1.58 -1.57 1.48
25 H 0.14 3.49 2.20

=====

4.
This record from the OMol25 dataset describes 2 unconnected molecules or ions with the total composition C5H17N4. The level of theory is wB97M-V/def2-TZVPD.

Properties
Charge = +1
ΔE to the lowest compared entry with this formula, charge and spin = 20.97 kcal/mol

Atoms and positions in Å:
1 C 2.36 0.22 0.67
2 C -2.05 -0.21 1.36
3 C 1.06 -0.50 0.50
4 C -1.53 -0.10 -0.07
5 C -0.33 0.88 -0.19
6 N 1.24 -1.41 -0.73
7 N -1.23 -1.38 -0.84
8 N -0.21 2.00 0.55
9 N 0.11 0.96 -1.53
10 H 3.16 -0.46 0.86
11 H 2.50 0.99 1.53
12 H 2.52 0.96 -0.17
13 H -1.99 0.70 1.90
14 H -1.30 -0.99 1.73
15 H -3.03 -0.55 1.35
16 H 0.60 -1.06 1.28
17 H -2.44 0.42 -0.54
18 H 0.29 -2.00 -0.65
19 H 2.17 -1.92 -0.90
20 H -1.85 -2.06 -0.42
21 H -1.28 -1.31 -1.82
22 H -0.72 2.35 1.37
23 H 0.46 2.57 0.22
24 H -0.54 1.02 -2.35
25 H 0.92 1.60 -1.53
26 H 1.09 -0.70 -1.59

=====

Q: charge of number 1 (C16H22N2S2)?
A: 0